DFT (ωB97M-V with the def2-TZVPD basis set) results for a molecular structure, C19H14Co2O7S2.

Computed properties:
Energy above the lowest of the compared OMol25 structures with the same formula, charge and spin in kcal per mole: 25.3
Kohn-Sham gap in eV: 5.5
F_max in eV/Å: 5.0
HOMO in eV: -0.983
Total charge: -2
E_tot in eV: -131183.240

Each line ends with the Löwdin charge.
Positions of all 44 atoms, in Å:
C1 -5.27 -4.22 1.87  -0.0739
C2 -4.32 -3.05 1.59  -0.4927
C3 -4.72 -2.41 0.29  -0.1124
O1 -2.97 -3.59 1.59  -0.2092
C4 -1.92 -2.73 1.62  -1.4076
S1 -0.38 -3.35 1.71  0.4646
S2 -2.17 -1.08 1.58  0.5040
H1 -6.30 -3.86 1.92  0.0693
H2 -5.21 -4.97 1.06  0.0766
H3 -5.04 -4.72 2.82  0.0724
H4 -4.43 -2.32 2.42  0.1127
H5 -5.74 -2.04 0.38  0.0739
H6 -4.08 -1.57 0.03  0.0136
H7 -4.69 -3.15 -0.53  0.0826
O2 6.17 -0.81 -1.37  0.0892
C5 5.30 -0.09 -1.18  -0.1646
Co1 3.98 1.07 -0.93  0.0415
C6 4.95 2.36 -1.72  -0.1486
O3 5.65 3.07 -2.28  0.0949
C7 2.82 0.60 -2.16  -0.1376
O4 2.15 0.27 -3.04  0.1141
C8 3.47 1.04 0.81  -0.2524
C9 2.89 2.06 0.10  -0.2826
C10 2.15 3.19 0.04  -0.1110
C11 0.92 3.20 -0.73  -0.2410
C12 0.47 4.32 -1.48  -0.0731
C13 -0.74 4.27 -2.16  -0.1378
C14 -1.55 3.13 -2.12  -0.1307
C15 -1.13 2.01 -1.40  -0.0806
C16 0.11 2.03 -0.77  -0.0299
Co2 2.57 -0.76 1.00  0.0629
C17 3.85 -1.92 1.20  -0.1949
O5 4.71 -2.68 1.35  0.0605
C18 1.52 -1.39 -0.26  -0.2195
O6 0.87 -1.78 -1.15  0.0619
C19 1.81 -0.62 2.58  -0.1808
O7 1.38 -0.44 3.65  0.0735
H8 4.13 1.14 1.69  0.0682
H9 2.57 4.11 0.45  0.1007
H10 1.07 5.23 -1.48  0.0950
H11 -1.07 5.13 -2.74  0.0800
H12 -2.50 3.10 -2.65  0.0800
H13 -1.74 1.10 -1.34  0.0995
H14 0.47 1.13 -0.25  0.0890

---

DFT (ωB97M-V with the def2-TZVPD basis set) results for a single C19H21NO4 molecule.

Computed properties:
Energy above the lowest of the compared OMol25 structures with the same formula, charge and spin in kcal per mole: 42.8
Kohn-Sham gap in eV: 8.8
SMILES: CC(=O)OCCN(Cc1ccccc1)Cc1ccc2c(c1)OCO2
F_max in eV/Å: 1.3
HOMO in eV: -8.020
Total charge: 0
E_tot in eV: -29723.451

Each line ends with the Löwdin charge.
Positions of all 45 atoms, in Å:
C1 0.93 -3.14 1.68  0.0306
C2 1.10 -2.31 0.43  -0.5506
O1 0.57 -2.54 -0.63  0.0835
O2 1.90 -1.27 0.66  0.0021
C3 2.14 -0.34 -0.40  -0.1195
C4 1.45 1.02 -0.09  -0.1332
N1 0.29 1.37 -0.86  -0.1644
C5 0.55 1.88 -2.20  -0.1414
C6 1.17 0.89 -3.16  -0.2234
C7 2.54 0.89 -3.40  -0.0613
C8 3.11 -0.04 -4.24  -0.0828
C9 2.32 -0.99 -4.86  -0.0891
C10 0.96 -0.99 -4.65  -0.0746
C11 0.38 -0.06 -3.81  -0.0434
C12 -0.82 0.43 -0.77  -0.1450
C13 -1.35 0.33 0.64  -0.2014
C14 -1.80 -0.89 1.13  -0.0471
C15 -2.31 -1.02 2.42  0.0079
C16 -2.35 0.12 3.19  -0.2039
C17 -1.90 1.34 2.71  -0.1887
C18 -1.40 1.48 1.44  0.0538
O3 -2.05 2.30 3.68  0.0350
C19 -2.61 1.64 4.79  -0.1637
O4 -2.79 0.27 4.49  0.0317
H1 0.22 -2.63 2.33  0.0771
H2 0.54 -4.12 1.42  0.0893
H3 1.87 -3.22 2.20  0.0867
H4 3.22 -0.22 -0.45  0.1288
H5 1.77 -0.77 -1.33  0.1080
H6 2.18 1.82 -0.22  0.1218
H7 1.16 0.99 0.97  0.1217
H8 -0.40 2.24 -2.60  0.1257
H9 1.22 2.73 -2.08  0.1208
H10 3.16 1.63 -2.91  0.1125
H11 4.18 -0.02 -4.41  0.1017
H12 2.77 -1.72 -5.52  0.1004
H13 0.33 -1.73 -5.14  0.1036
H14 -0.69 -0.06 -3.66  0.1111
H15 -1.62 0.82 -1.41  0.1330
H16 -0.56 -0.58 -1.13  0.1056
H17 -1.76 -1.76 0.49  0.1139
H18 -2.67 -1.96 2.79  0.1191
H19 -1.06 2.43 1.06  0.1301
H20 -3.59 2.09 5.03  0.1390
H21 -1.94 1.74 5.66  0.1387

---

DFT (ωB97M-V with the def2-TZVPD basis set) results for a molecular structure, C37H35As2N4O2PtS.

Computed properties:
Energy above the lowest of the compared OMol25 structures with the same formula, charge and spin in kcal per mole: 25.4
Kohn-Sham gap in eV: 5.7
F_max in eV/Å: 0.3
HOMO in eV: -3.349
Total charge: -1
E_tot in eV: -184750.287

Each line ends with the Löwdin charge.
Positions of all 82 atoms, in Å:
Pt1 -0.44 -0.60 0.04  0.5816
C1 -2.66 -2.02 1.85  -0.3854
C2 -3.53 -0.87 1.40  -0.4041
As1 -2.57 0.17 0.03  1.0868
C3 -3.58 -0.12 -1.61  -0.3526
C4 -4.76 0.55 -1.93  -0.1034
C5 -5.43 0.26 -3.11  -0.1004
C6 -4.92 -0.70 -3.98  -0.1017
C7 -3.73 -1.35 -3.68  -0.0806
C8 -3.06 -1.06 -2.49  -0.1085
C9 -3.03 1.99 0.54  -0.3625
C10 -4.27 2.36 1.06  -0.1238
C11 -4.51 3.67 1.44  -0.0952
C12 -3.51 4.63 1.31  -0.0998
C13 -2.27 4.27 0.80  -0.0905
C14 -2.03 2.95 0.42  -0.1204
As2 -0.74 -1.46 2.34  1.1984
C15 -1.11 0.12 3.38  -0.3454
C16 -2.14 0.16 4.32  -0.1252
C17 -2.43 1.33 4.99  -0.0907
C18 -1.70 2.48 4.72  -0.0954
C19 -0.67 2.45 3.79  -0.0832
C20 -0.38 1.28 3.11  -0.1034
C21 -0.75 -2.88 3.77  -0.3297
C22 -0.93 -4.20 3.36  -0.1122
C23 -0.84 -5.25 4.26  -0.0918
C24 -0.57 -4.99 5.60  -0.1088
C25 -0.39 -3.68 6.02  -0.0975
C26 -0.47 -2.63 5.11  -0.1052
H1 -2.58 -2.79 1.08  0.0470
H2 -3.06 -2.49 2.76  0.0603
H3 -3.74 -0.19 2.23  0.0445
H4 -4.48 -1.22 0.99  0.0715
H5 -5.16 1.31 -1.27  0.0856
H6 -6.34 0.78 -3.36  0.0957
H7 -5.44 -0.92 -4.91  0.0954
H8 -3.31 -2.08 -4.36  0.1038
H9 -2.11 -1.53 -2.27  0.0630
H10 -5.05 1.62 1.18  0.0988
H11 -5.47 3.95 1.85  0.0967
H12 -3.70 5.65 1.61  0.0956
H13 -1.49 5.00 0.71  0.1010
H14 -1.06 2.65 0.05  0.0887
H15 -2.70 -0.74 4.53  0.1057
H16 -3.23 1.36 5.72  0.0968
H17 -1.94 3.41 5.24  0.0960
H18 -0.10 3.35 3.58  0.1028
H19 0.41 1.24 2.37  0.0766
H20 -1.12 -4.42 2.31  0.0998
H21 -0.96 -6.27 3.91  0.0984
H22 -0.50 -5.81 6.31  0.0926
H23 -0.17 -3.47 7.06  0.0953
H24 -0.30 -1.62 5.45  0.0978
N1 -1.00 -7.93 -1.57  0.0709
C27 -0.43 -6.64 -1.58  -0.3375
C28 -1.19 -5.52 -1.23  -0.0427
C29 -0.61 -4.27 -1.19  -0.0762
C30 0.73 -4.10 -1.50  -0.2740
C31 1.50 -5.20 -1.84  -0.0553
C32 0.92 -6.47 -1.88  -0.0435
S1 1.46 -2.47 -1.43  0.5345
O1 2.84 -2.62 -1.79  -0.3130
O2 0.63 -1.67 -2.34  -0.3863
N2 1.14 -2.07 0.06  -0.2861
C33 1.99 -1.30 1.03  -0.7095
N3 3.34 -1.80 1.13  0.0722
C34 4.23 -1.11 0.48  -0.2307
C35 4.01 0.12 -0.18  -0.1338
C36 2.77 0.69 0.04  -0.2301
N4 1.79 0.11 0.71  -0.0410
H25 -1.99 -7.92 -1.76  0.0741
H26 -0.53 -8.58 -2.19  0.0743
H27 -2.24 -5.65 -0.99  0.1039
H28 -1.20 -3.40 -0.92  0.0718
H29 2.55 -5.06 -2.06  0.1085
H30 1.52 -7.33 -2.14  0.1033
H31 5.25 -1.53 0.50  0.0915
H32 4.79 0.63 -0.71  0.0614
H33 2.56 1.70 -0.31  0.0917
C37 1.30 -1.60 2.36  -0.2093
H34 1.53 -2.61 2.67  0.0706
H35 1.60 -0.89 3.13  0.0812

---

DFT (ωB97M-V with the def2-TZVPD basis set) results for a molecular structure, C46H37ClFN4O2S2Sc.

Computed properties:
Energy above the lowest of the compared OMol25 structures with the same formula, charge and spin in kcal per mole: 10.2
Kohn-Sham gap in eV: 5.9
F_max in eV/Å: 0.3
HOMO in eV: -1.823
Total charge: -2
E_tot in eV: -115975.063

Each line ends with the Löwdin charge.
Positions of all 94 atoms, in Å:
Sc1 -0.67 -0.30 0.01  0.9453
Cl1 1.72 -2.70 6.53  0.5752
C1 0.83 -2.27 5.08  -0.6798
C2 -0.02 -3.21 4.50  -0.1212
C3 -0.73 -2.88 3.36  -0.0035
C4 -0.59 -1.61 2.75  -0.3401
O1 -1.26 -1.33 1.68  -0.1310
C5 0.27 -0.67 3.37  -0.1202
C6 0.37 0.70 2.90  -0.0744
N1 -0.13 1.13 1.80  0.0179
C7 -0.11 2.50 1.44  -0.2504
C8 0.46 3.51 2.20  -0.0492
C9 0.40 4.83 1.81  -0.1253
C10 -0.27 5.15 0.63  -0.0758
C11 -0.84 4.16 -0.15  -0.1679
C12 -1.64 4.48 -1.33  -0.0542
C13 -2.11 3.52 -2.11  -0.0424
C14 -1.75 2.07 -1.87  -0.3439
N2 -1.27 1.78 -0.52  -0.0290
C15 -0.75 2.79 0.21  -0.2311
C16 0.97 -1.02 4.53  -0.0773
H1 -0.13 -4.19 4.94  0.0947
H2 -1.40 -3.58 2.90  0.1123
H3 0.88 1.38 3.58  0.1149
H4 0.97 3.26 3.12  0.0911
H5 0.87 5.61 2.41  0.0786
H6 -0.36 6.18 0.31  0.0964
H7 -1.87 5.53 -1.52  0.0982
H8 -2.74 3.74 -2.96  0.1041
H9 -2.64 1.47 -2.06  0.1031
H10 1.62 -0.29 5.00  0.1076
C17 0.32 -1.60 -4.33  -0.0288
C18 1.37 -1.67 -3.26  -0.3176
N3 2.13 -0.67 -3.06  0.0896
N4 3.11 -0.90 -2.12  -0.0788
C19 3.08 -0.24 -1.03  -1.1347
S1 2.03 0.99 -0.43  0.5586
S2 4.38 -0.69 0.13  0.8465
C20 5.01 -2.21 -0.59  -0.4525
C21 6.12 -2.10 -1.60  -0.2708
C22 6.37 -0.93 -2.32  -0.0559
C23 7.38 -0.89 -3.27  -0.0936
C24 8.17 -2.00 -3.52  -0.1259
C25 7.93 -3.17 -2.81  -0.1155
C26 6.92 -3.21 -1.86  -0.0605
C27 1.47 -2.92 -2.44  -0.1313
C28 2.09 -4.05 -2.94  -0.0583
C29 2.27 -5.18 -2.15  -0.1349
C30 1.82 -5.16 -0.84  -0.1204
C31 1.19 -4.03 -0.32  -0.0095
C32 1.01 -2.89 -1.11  -0.3407
O2 0.44 -1.82 -0.63  -0.2027
H11 0.39 -0.65 -4.87  0.0717
H12 0.42 -2.43 -5.03  0.0750
H13 -0.68 -1.68 -3.88  0.0690
H14 5.35 -2.82 0.25  0.0702
H15 4.16 -2.71 -1.05  0.0702
H16 5.74 -0.07 -2.14  0.0890
H17 7.54 0.03 -3.82  0.0942
H18 8.96 -1.96 -4.26  0.0852
H19 8.54 -4.05 -2.99  0.0876
H20 6.73 -4.13 -1.31  0.1067
H21 2.46 -4.04 -3.96  0.1078
H22 2.77 -6.06 -2.55  0.0780
H23 1.96 -6.03 -0.20  0.0876
H24 0.85 -4.00 0.70  0.1072
F1 -6.18 -3.54 2.32  -0.0068
C33 -5.29 -2.97 1.45  -0.3075
C34 -4.24 -3.72 0.97  -0.0393
C35 -3.35 -3.13 0.09  -0.0559
C36 -3.48 -1.79 -0.33  -0.3329
C37 -2.48 -1.16 -1.22  -0.1773
C38 -4.56 -1.08 0.19  -0.0526
C39 -5.47 -1.65 1.08  -0.0400
H25 -4.12 -4.75 1.28  0.1050
H26 -2.50 -3.70 -0.28  0.1133
H27 -2.97 -0.42 -1.85  0.0185
H28 -1.99 -1.91 -1.84  0.0360
H29 -4.68 -0.04 -0.09  0.1089
H30 -6.30 -1.09 1.48  0.1031
C40 -0.70 1.61 -2.91  -0.1128
C41 -1.18 1.78 -4.32  -0.2285
C42 -2.18 0.96 -4.83  -0.0430
C43 -2.67 1.14 -6.12  -0.0959
C44 -2.16 2.15 -6.93  -0.1221
C45 -1.16 2.97 -6.43  -0.1035
C46 -0.68 2.79 -5.14  -0.0393
H31 -0.49 0.55 -2.72  0.0849
H32 0.24 2.14 -2.74  0.1112
H33 -2.58 0.17 -4.21  0.1081
H34 -3.45 0.49 -6.49  0.0936
H35 -2.54 2.29 -7.93  0.0858
H36 -0.75 3.76 -7.05  0.0903
H37 0.11 3.43 -4.76  0.1143